{
  "formula": "C29H71BNO10",
  "method": "ωB97M-V/def2-TZVPD",
  "elements": ["C", "C", "C", "C", "C", "C", "C", "O", "B", "O", "O", "C", "C", "C", "C", "N", "O", "H", "H", "H", "H", "H", "H", "H", "H", "H", "H", "H", "H", "H", "H", "H", "H", "H", "H", "H", "H", "H", "H", "H", "C", "C", "C", "O", "H", "H", "H", "H", "H", "H", "H", "H", "C", "C", "C", "O", "H", "H", "H", "H", "H", "H", "H", "H", "C", "C", "C", "O", "H", "H", "H", "H", "H", "H", "H", "H", "C", "C", "C", "O", "H", "H", "H", "H", "H", "H", "H", "H", "C", "C", "C", "O", "H", "H", "H", "H", "H", "H", "H", "H", "C", "C", "C", "O", "H", "H", "H", "H", "H", "H", "H", "H"],
  "xyz": [[1.016290, -1.774313, -1.364146], [0.898196, -0.946184, -2.660060], [1.017406, -1.973942, -3.802665], [-0.515972, -0.326319, -2.682132], [-0.723179, 1.153448, -3.032070], [-1.749591, 1.390818, -4.156201], [-3.055233, 0.596342, -4.055566], [-3.392600, 0.267982, -2.714787], [-1.192609, 2.018193, -1.789222], [-1.445612, 3.383438, -1.945873], [-1.346961, 1.493656, -0.519439], [0.572165, 1.849228, -3.518248], [1.853995, 1.422963, -2.837211], [2.019726, 2.046378, -1.441949], [2.999271, 1.999425, -3.678548], [2.061734, -0.043329, -2.734557], [3.099485, -0.524989, -3.299364], [0.902539, -1.083044, -0.537199], [2.023286, -2.172347, -1.349381], [0.278011, -2.562269, -1.357310], [0.103530, -2.550965, -3.866518], [1.799393, -2.681737, -3.576124], [1.213606, -1.499943, -4.758233], [-0.975759, -0.505237, -1.719448], [-1.099176, -0.915587, -3.376421], [-1.998492, 2.443311, -4.235998], [-1.269243, 1.148706, -5.101700], [-2.984582, -0.302448, -4.660644], [-3.860293, 1.188611, -4.479732], [-3.420119, -0.689129, -2.591840], [-2.389777, 3.507330, -2.126158], [-2.308388, 1.426560, -0.311127], [0.483551, 2.922675, -3.405132], [0.694152, 1.675604, -4.586560], [3.047550, 1.997490, -1.113073], [1.608593, 3.050537, -1.452373], [1.420804, 1.459483, -0.746145], [3.955300, 1.886091, -3.191941], [2.803504, 3.068990, -3.741447], [2.992171, 1.620910, -4.691602], [-1.679617, -3.249239, 2.638457], [-0.168759, -3.391473, 2.530626], [0.512964, -3.039276, 3.840459], [0.327486, -2.557354, 1.481734], [-1.948958, -2.216751, 2.876057], [-2.156257, -3.500143, 1.690327], [-2.085281, -3.898950, 3.415273], [0.081898, -4.415581, 2.248029], [0.300387, -1.997081, 4.101300], [1.596071, -3.140987, 3.749261], [0.172705, -3.673758, 4.659194], [0.124801, -1.641325, 1.707893], [-5.455566, 1.250708, 0.566622], [-4.030809, 1.778468, 0.593085], [-3.981270, 3.290605, 0.441427], [-3.256293, 1.154616, -0.446292], [-5.933167, 1.489004, -0.387625], [-5.464917, 0.165962, 0.675385], [-6.051873, 1.686617, 1.368679], [-3.553320, 1.492841, 1.530695], [-4.407717, 3.601113, -0.515602], [-2.943638, 3.630377, 0.456649], [-4.523904, 3.794940, 1.243311], [-3.660614, 1.371058, -1.296763], [-3.087511, 6.320801, -1.461884], [-4.275553, 6.352338, -2.408502], [-4.873443, 7.743271, -2.538630], [-5.208082, 5.386563, -1.925681], [-3.382990, 6.645608, -0.460163], [-2.728376, 5.298279, -1.383792], [-2.269241, 6.956025, -1.803095], [-3.983687, 5.990090, -3.395591], [-5.219477, 8.102509, -1.565576], [-5.734726, 7.730179, -3.207163], [-4.141460, 8.451820, -2.927010], [-5.471622, 5.648395, -1.035717], [1.404365, 1.445944, 2.583426], [2.783026, 0.915136, 2.947748], [3.427011, 0.197168, 1.771058], [2.688408, 0.031675, 4.067495], [0.739437, 0.623187, 2.301480], [0.947894, 1.952042, 3.434601], [1.455175, 2.145133, 1.747982], [3.423356, 1.738429, 3.266934], [2.825540, -0.663911, 1.462634], [4.411993, -0.179819, 2.049070], [3.538072, 0.862473, 0.914786], [2.119304, -0.702037, 3.810965], [6.433170, -1.992779, 5.339212], [5.512846, -1.831682, 6.539765], [4.822008, -0.478276, 6.527819], [6.251820, -2.009871, 7.750734], [7.219582, -1.233078, 5.357542], [6.920702, -2.968143, 5.357413], [5.881663, -1.894901, 4.402762], [4.762522, -2.623461, 6.530703], [5.559331, 0.329002, 6.584251], [4.165953, -0.376411, 7.393444], [4.228405, -0.345013, 5.623479], [6.924217, -1.320247, 7.784883], [-0.723296, -7.286979, -1.184104], [0.767001, -7.009179, -1.053676], [1.310915, -7.497926, 0.280433], [1.023617, -5.615491, -1.208504], [-1.278761, -6.761218, -0.402009], [-1.095197, -6.930491, -2.144931], [-0.938065, -8.353406, -1.101084], [1.300961, -7.502695, -1.866468], [0.816646, -6.978513, 1.106704], [2.378255, -7.290487, 0.356415], [1.154087, -8.570363, 0.405335], [0.561163, -5.153569, -0.498594]],
  "forces_ev_per_angstrom": [[0.6205, 1.0985, -0.5730], [-0.3732, -1.6019, 0.0514], [0.0101, 0.1730, 0.1181], [0.0016, 0.5524, -0.2345], [0.4359, 0.9239, 0.0569], [-0.0915, -0.3666, 0.0044], [0.3140, -0.0688, -0.4839], [-0.3797, -0.0985, -0.2998], [0.7255, -1.2318, 2.7915], [-0.8333, 0.4371, -0.6631], [9.7665, 1.7411, -3.0080], [-0.3505, -0.9179, -0.1265], [1.7489, 0.7408, 0.2037], [-1.1669, -0.8696, -0.0295], [-0.5595, 0.5525, 0.0909], [-0.7899, 0.4991, -0.9564], [0.1304, -0.0849, 0.4610], [-0.1908, -0.1419, 0.3818], [0.1371, -0.3698, 0.2220], [-0.1773, -0.1690, 0.1966], [-0.3183, -0.0371, -0.0088], [0.4025, -0.0701, -0.1577], [0.0294, 0.0618, -0.2060], [-0.0132, 0.0810, 0.3349], [-0.0315, -0.2669, -0.3396], [0.1503, 0.3485, 0.1592], [-0.0434, -0.1761, -0.3062], [-0.0158, -0.2571, 0.0330], [-0.2538, 0.0551, -0.0400], [0.1030, 0.3225, 0.0161], [0.3583, 0.3120, -0.0089], [2.5537, 0.9865, 1.0022], [-0.0591, 0.2838, 0.0038], [0.0437, -0.1727, -0.2673], [0.2755, 0.1878, 0.0066], [0.2582, 0.3076, 0.1467], [-0.1015, 0.1004, 0.2876], [0.2903, -0.3064, -0.1014], [0.0238, 0.2171, -0.0249], [0.2319, -0.2820, -0.1385], [-0.0655, -0.1115, -0.1258], [-0.2002, 0.4846, 0.1596], [0.2406, -0.0086, 0.0106], [0.0551, -0.3389, 0.0907], [0.0424, 0.0101, 0.0757], [0.0153, -0.0339, -0.0045], [-0.0056, 0.0130, 0.0141], [0.0808, 0.0253, -0.0926], [-0.1303, -0.0313, 0.0564], [-0.0144, -0.0726, -0.0119], [-0.0110, 0.0240, 0.0195], [-0.0531, -0.0149, -0.0854], [0.0853, -0.2117, -0.0901], [-1.0131, 0.3434, 0.4955], [0.3835, 0.0016, -0.0836], [-12.3648, -2.1265, 1.4449], [-0.0081, 0.0862, 0.0284], [-0.0021, -0.0055, 0.0484], [0.0406, 0.0225, -0.0205], [0.1430, -0.1148, -0.0772], [-0.1280, -0.0540, 0.0177], [-0.0203, 0.0143, 0.0562], [-0.0202, -0.1100, -0.0106], [0.1275, -0.5092, -0.4565], [0.1967, 0.0509, -0.2398], [0.3381, 0.1194, 0.4702], [-0.3061, -0.1611, -0.0169], [-0.5222, -0.0285, -0.2684], [-0.0570, 0.0860, -0.0280], [0.1898, 0.1489, 0.0854], [0.0146, -0.0031, 0.0257], [0.0269, -0.0319, -0.0009], [0.0776, 0.0170, 0.0288], [0.0203, 0.0059, -0.0343], [0.0275, -0.0319, 0.0181], [-0.0125, 0.0397, -0.0489], [0.0239, 0.1298, 0.1540], [-0.3011, -0.3041, -0.3702], [0.1623, -0.0346, 0.0734], [0.0292, 0.1516, 0.0635], [0.0474, 0.0002, -0.1205], [0.0386, 0.0308, 0.0191], [-0.0518, -0.0473, -0.0375], [0.0016, -0.0269, 0.1286], [-0.0803, 0.0638, -0.0204], [0.0199, 0.0394, 0.0016], [-0.0188, -0.0178, -0.0183], [0.0168, -0.0510, -0.0302], [0.0171, -0.1816, -0.0155], [0.2727, 0.4143, -0.1032], [-0.1031, -0.0246, 0.1067], [-0.0945, -0.1716, 0.0375], [-0.0556, 0.0698, -0.0146], [-0.0332, -0.0140, -0.0018], [0.0032, 0.0293, 0.0010], [0.0260, -0.0571, 0.1054], [0.0569, -0.0413, -0.0678], [-0.0148, -0.0401, -0.0037], [0.0402, 0.0281, 0.0581], [-0.0396, -0.0152, -0.0002], [-0.0246, 0.0079, -0.1445], [-0.2342, 0.0940, 0.3470], [0.1466, -0.0125, -0.0269], [0.0277, -0.0592, -0.1170], [0.0343, -0.0436, 0.0672], [0.0288, -0.0221, -0.0195], [-0.0107, 0.0013, 0.0203], [0.0458, 0.0822, -0.0504], [-0.0781, -0.0337, -0.0141], [0.0040, -0.0150, -0.0328], [-0.0173, 0.0022, 0.0171], [0.0816, 0.0822, -0.0353]],
  "lowdin_charge": [-0.025, -0.435, -0.031, -0.045, -0.271, -0.110, -0.203, -0.067, -0.661, 0.125, 0.120, -0.077, -0.459, 0.000, -0.040, -0.113, -0.019, 0.066, 0.092, 0.082, 0.079, 0.077, 0.088, 0.109, 0.104, 0.114, 0.120, 0.118, 0.116, 0.121, 0.085, -0.261, 0.125, 0.126, 0.078, 0.098, 0.073, 0.080, 0.091, 0.085, -0.056, -0.487, -0.056, -0.067, 0.081, 0.077, 0.081, 0.129, 0.078, 0.084, 0.084, 0.071, -0.034, -0.373, -0.030, 0.066, 0.090, 0.084, 0.086, 0.158, 0.069, 0.090, 0.095, 0.123, -0.051, -0.493, -0.058, -0.071, 0.090, 0.041, 0.090, 0.139, 0.081, 0.079, 0.082, 0.085, -0.046, -0.473, -0.041, -0.070, 0.069, 0.081, 0.077, 0.140, 0.076, 0.079, 0.065, 0.055, -0.063, -0.499, -0.060, -0.060, 0.080, 0.077, 0.074, 0.135, 0.082, 0.081, 0.049, 0.083, -0.064, -0.499, -0.061, -0.056, 0.077, 0.078, 0.078, 0.137, 0.071, 0.080, 0.079, 0.073],
  "orbital_gap_ev": [7.6, 9.1],
  "homo_energy_ev": [-7.41, -8.87],
  "multiplicity": 2,
  "charge": 0,
  "e_lumo_ev": [0.21, 0.21],
  "energy_ev": -53863.20325
}